{
  "formula": "C2H10NO2",
  "method": "ωB97M-V with the def2-TZVPD basis set",
  "elements": ["C", "C", "N", "H", "H", "H", "H", "H", "H", "H", "H", "O", "H", "H", "O"],
  "xyz": [[1.382114, 1.366019, 0.389923], [1.160292, 2.676526, 0.342439], [0.276325, 0.396230, 0.277340], [2.211949, 1.012212, 0.981458], [1.895633, 3.277605, 0.861949], [0.287861, 3.137971, -0.088010], [0.423742, -0.617963, 0.198969], [-0.335084, 0.649461, -0.519027], [-0.406764, 0.518737, 1.035417], [-0.333505, -4.127095, 0.582943], [1.035598, -3.769262, 0.433681], [0.179379, -3.328780, 0.483704], [-2.400947, -0.602669, -2.395446], [-3.107808, -0.119556, -1.123496], [-2.268784, -0.469430, -1.461837]],
  "atomic_forces_ev_per_a": [[-0.1580, 0.5883, 1.8467], [0.2218, -0.9858, 0.0227], [-1.7939, 0.4131, -1.1145], [0.1636, -0.4209, -0.3308], [0.1069, 0.2882, -0.6088], [-0.1985, 0.1179, 0.0034], [0.6015, 0.1136, -0.0453], [0.2405, -0.4042, -0.2561], [0.5367, -0.1282, 0.3442], [-1.0918, -0.1324, 0.1021], [0.4905, 0.5263, -0.0768], [0.6739, -0.1502, -0.0400], [-0.1179, -0.1070, -0.5578], [0.2246, -0.2192, -0.2452], [0.1002, 0.5006, 0.9562]],
  "mulliken_charge": [-0.04, -0.57, -0.29, 0.32, 0.24, 0.28, 0.28, 0.38, 0.39, 0.32, 0.32, -0.63, 0.33, 0.33, -0.65],
  "de_lowest_ev": 1.238,
  "charge": 1,
  "homo_lumo_gap_ev": 11.4159,
  "e_tot_ha": -287.15082,
  "homo_energy_ev": -15.03
}